Molecular formula: C31H70FN3O3
Method: DFT, ωB97M-V/def2-TZVPD

The SMILES is CCCCC[C@H](CCCCCOC)OC(=O)F.CCN(CC)CC.CCN(CC)CC.CCN(CC)CC. Its HOMO energy is -8.2 eV. The total energy comes out at -1712.6613 Ha. For the molecular weight, the calculation gives 551.9 g/mol. The LUMO energy comes out at -0.1 eV.

The geometry in ORCA input format:
```
! wB97M-V def2-TZVPD RIJCOSX def2/J DEFGRID3
* xyz 0 1
C -6.70 -1.45 -2.81
C -5.37 -0.46 -2.60
C -4.75 0.08 -4.02
C -3.77 -0.98 -4.80
C -3.01 -2.07 -3.85
C -3.83 -3.48 -3.65
C -2.79 -4.65 -3.07
C -2.07 -4.16 -1.66
C -3.14 -3.91 -0.43
C -2.43 -3.42 0.97
C -1.56 -2.02 0.82
O -0.89 -1.61 2.07
C 0.41 -0.97 1.68
O -4.60 -3.93 -4.82
C -5.59 -4.94 -4.42
O -6.80 -4.63 -3.86
F -5.32 -6.41 -4.56
H -6.57 -2.50 -2.28
H -7.63 -0.94 -2.25
H -7.02 -1.53 -3.94
H -4.58 -0.91 -1.86
H -5.80 0.50 -2.05
H -5.69 0.26 -4.74
H -4.25 1.16 -3.91
H -4.32 -1.50 -5.73
H -2.91 -0.32 -5.30
H -1.96 -2.31 -4.36
H -2.73 -1.58 -2.80
H -4.60 -3.30 -2.78
H -3.39 -5.63 -2.85
H -1.90 -4.87 -3.82
H -1.45 -3.16 -1.81
H -1.30 -5.01 -1.35
H -3.67 -4.94 -0.20
H -3.98 -3.12 -0.67
H -3.28 -3.18 1.77
H -1.76 -4.25 1.47
H -2.30 -1.17 0.48
H -0.70 -2.15 0.02
H 0.80 -0.28 2.55
H 1.17 -1.84 1.40
H 0.25 -0.27 0.74
C 2.38 2.94 2.13
C 3.05 2.20 3.28
N 4.06 1.22 2.86
C 4.49 0.33 3.95
C 5.24 0.97 5.12
C 5.13 1.72 2.00
C 5.99 2.86 2.53
H 1.92 2.24 1.42
H 1.59 3.58 2.51
H 3.08 3.57 1.58
H 2.25 1.67 3.82
H 3.47 2.93 3.98
H 5.11 -0.47 3.53
H 3.61 -0.17 4.35
H 6.27 1.22 4.85
H 5.29 0.26 5.95
H 4.74 1.87 5.49
H 4.68 2.05 1.05
H 5.79 0.89 1.71
H 5.40 3.64 3.02
H 6.53 3.33 1.70
H 6.75 2.50 3.23
C 6.54 0.03 -0.97
C 5.05 -0.10 -1.27
N 4.60 0.68 -2.42
C 3.14 0.74 -2.54
C 2.39 -0.56 -2.80
C 5.31 0.44 -3.68
C 5.31 -0.98 -4.24
H 6.82 1.08 -0.82
H 6.78 -0.51 -0.05
H 7.16 -0.39 -1.76
H 4.51 0.25 -0.38
H 4.81 -1.17 -1.38
H 2.87 1.47 -3.31
H 2.74 1.17 -1.60
H 2.49 -0.88 -3.84
H 1.31 -0.41 -2.62
H 2.71 -1.37 -2.15
H 6.35 0.76 -3.56
H 4.91 1.12 -4.45
H 5.50 -1.73 -3.47
H 6.11 -1.08 -4.99
H 4.38 -1.22 -4.74
C -1.74 4.69 4.71
C -2.11 4.17 3.32
N -1.78 2.76 3.11
C -1.89 2.35 1.70
C -3.27 2.39 1.06
C -2.34 1.81 4.08
C -3.85 1.77 4.24
H -0.68 4.53 4.92
H -1.94 5.77 4.76
H -2.33 4.22 5.49
H -1.54 4.77 2.60
H -3.17 4.37 3.14
H -1.48 1.34 1.59
H -1.22 2.99 1.11
H -3.90 1.55 1.39
H -3.17 2.29 -0.03
H -3.80 3.32 1.26
H -1.90 2.02 5.06
H -1.98 0.80 3.84
H -4.30 2.77 4.27
H -4.11 1.27 5.18
H -4.33 1.20 3.44
*
```

=====

Molecular formula: C15H19N2O4P2Ru
Method: DFT, ωB97M-V/def2-TZVPD

Its HOMO energy (spin up / spin down) is -17.9 / -17.9 eV. The value obtained for the energy above the lowest of the compared OMol25 structures with the same formula, charge and spin is 0.00 kcal/mol. The total energy comes out at -1769.9295 Ha. For the molecular weight, the calculation gives 454.3 g/mol. The LUMO energy (spin up / spin down) comes out at -11.2 / -14.8 eV.

The geometry in ORCA input format:
```
! wB97M-V def2-TZVPD RIJCOSX def2/J DEFGRID3
* xyz 3 5
Ru -0.57 0.11 -0.59
C -2.88 -0.10 1.91
P -1.41 -0.97 1.33
C -1.83 -2.71 1.10
C -0.15 -0.89 2.68
C -0.42 -1.26 3.96
C 0.62 -1.16 4.97
C 1.91 -0.64 4.65
C 2.17 -0.27 3.36
C 1.15 -0.39 2.36
P 1.46 0.09 0.61
C 2.62 1.46 0.61
C 2.33 -1.35 -0.08
H -3.39 -0.68 2.68
H -3.56 0.01 1.06
H -2.63 0.89 2.30
H -2.14 -3.13 2.05
H -0.98 -3.28 0.70
H -2.65 -2.76 0.39
H -1.39 -1.64 4.27
H 0.41 -1.49 5.98
H 2.66 -0.56 5.42
H 3.15 0.11 3.10
H 3.58 1.15 1.00
H 2.24 2.31 1.18
H 2.76 1.76 -0.43
H 3.19 -1.60 0.54
H 2.69 -1.07 -1.08
H 1.68 -2.23 -0.17
O -1.40 0.74 -6.42
C -0.75 1.76 -5.87
O -0.29 2.66 -6.50
C -0.64 1.83 -4.36
C -0.08 2.95 -3.77
N 0.01 2.74 -2.46
N -0.51 1.54 -2.12
C -0.89 0.98 -3.30
C -1.47 -0.38 -3.22
O -1.93 -0.99 -4.13
O -1.44 -0.91 -1.95
H -1.72 0.09 -5.78
H 0.24 3.87 -4.24
H 0.28 3.41 -1.75
*
```

=====

Molecular formula: C2H3NOS
Method: DFT, ωB97M-V/def2-TZVPD

The SMILES is C=C=O.N=S. Its HOMO energy (spin up / spin down) is -8.1 / -8.0 eV. The value obtained for the energy above the lowest of the compared OMol25 structures with the same formula, charge and spin is 79.91 kcal/mol. The total energy comes out at -606.0600 Ha. For the molecular weight, the calculation gives 89.1 g/mol. The LUMO energy (spin up / spin down) comes out at -0.7 / -0.6 eV.

The geometry in ORCA input format:
```
! wB97M-V def2-TZVPD RIJCOSX def2/J DEFGRID3
* xyz 0 1
C 0.11 -1.76 0.27
C -0.24 -0.70 0.87
N -0.26 2.07 -1.23
O -0.60 0.14 1.61
S -0.35 2.36 0.29
H 1.10 -2.03 0.62
H -0.26 -2.36 -0.57
H 0.50 2.28 -1.86
*
```

=====

Molecular formula: C48H37IrN5O2S2
Method: DFT, ωB97M-V/def2-TZVPD

Its HOMO energy is -15.1 eV. The total energy comes out at -3175.4296 Ha. For the molecular weight, the calculation gives 972.2 g/mol. The LUMO energy comes out at -10.0 eV.

The geometry in ORCA input format:
```
! wB97M-V def2-TZVPD RIJCOSX def2/J DEFGRID3
* xyz 3 1
Ir -0.62 1.04 -1.21
N 3.42 0.87 -2.73
C 2.19 0.54 -2.45
N 1.33 1.35 -1.83
C 1.74 2.66 -1.51
N 0.92 3.53 -1.01
N -0.36 2.99 -0.89
C -1.35 3.68 -0.47
C -2.65 2.98 -0.46
C -3.82 3.60 -0.09
C -5.03 2.94 -0.35
C -4.99 1.74 -1.02
C -3.76 1.16 -1.34
N -2.61 1.72 -1.01
C 3.12 3.04 -1.77
C 3.62 4.30 -1.44
C 4.94 4.60 -1.68
C 5.79 3.64 -2.26
C 5.31 2.40 -2.62
C 3.97 2.11 -2.37
H 4.00 0.21 -3.23
H 1.82 -0.44 -2.74
H -1.23 4.73 -0.21
H -3.80 4.59 0.35
H -5.97 3.39 -0.07
H -5.90 1.23 -1.31
H -3.71 0.23 -1.88
H 2.96 5.04 -1.01
H 5.33 5.57 -1.43
H 6.82 3.89 -2.46
H 5.95 1.67 -3.08
C -0.98 3.75 5.98
C -0.89 2.99 4.69
C -1.26 1.65 4.64
C -1.21 0.92 3.46
C -0.73 1.58 2.32
C -0.39 2.93 2.32
C -0.47 3.62 3.52
S -0.59 0.50 0.95
O -1.55 -0.57 1.07
C 1.09 -0.01 0.89
C 2.07 1.00 1.10
C 3.38 0.70 0.94
C 3.78 -0.60 0.51
C 5.14 -0.91 0.33
C 5.51 -2.16 -0.09
C 4.53 -3.13 -0.38
C 3.21 -2.86 -0.20
C 2.79 -1.59 0.28
C 1.41 -1.30 0.53
C 0.45 -2.43 0.44
C 0.54 -3.43 1.44
C 1.34 -3.26 2.61
C 1.37 -4.23 3.57
C 0.64 -5.43 3.41
C -0.13 -5.62 2.30
C -0.20 -4.62 1.29
C -0.99 -4.81 0.14
C -1.13 -3.82 -0.79
C -0.42 -2.60 -0.62
S -0.73 -1.31 -1.81
O 0.16 -1.44 -2.99
C -2.38 -1.72 -2.31
C -2.64 -1.69 -3.67
C -3.93 -1.93 -4.11
C -4.96 -2.21 -3.21
C -6.35 -2.46 -3.70
C -4.66 -2.24 -1.84
C -3.38 -1.99 -1.38
H -0.85 3.09 6.84
H -1.96 4.22 6.07
H -0.23 4.54 6.03
H -1.61 1.16 5.53
H -1.50 -0.11 3.43
H -0.06 3.44 1.43
H -0.20 4.67 3.55
H 1.77 2.00 1.40
H 4.14 1.44 1.13
H 5.89 -0.16 0.55
H 6.56 -2.41 -0.20
H 4.84 -4.11 -0.74
H 2.47 -3.61 -0.44
H 1.91 -2.35 2.75
H 1.98 -4.09 4.45
H 0.68 -6.19 4.18
H -0.69 -6.54 2.17
H -1.51 -5.75 0.00
H -1.76 -3.97 -1.65
H -1.84 -1.51 -4.38
H -4.14 -1.93 -5.17
H -6.62 -1.76 -4.49
H -7.08 -2.39 -2.89
H -6.43 -3.47 -4.12
H -5.44 -2.48 -1.13
H -3.16 -2.02 -0.32
*
```